[1]
Entry from OMol25: a molecular structure, C4H6ClF in a non-equilibrium geometry (ωB97M-V with the def2-TZVPD basis set).

Last column: Löwdin charge in e.
Positions of all 12 atoms, in Å:
C 1.12673 0.84954 0.05463  -0.087
H 0.49441 -1.43527 1.05323  0.125
H 0.72965 1.83785 0.02901  0.028
H 1.48394 0.88787 1.16777  0.099
H -0.94981 -1.80671 -0.36980  0.123
C 0.15173 -1.32003 -0.04248  -0.147
Cl -3.04272 -0.18109 0.02342  0.736
C -1.46020 0.44463 -0.16531  -0.669
H 0.88788 -1.59375 -0.79978  0.076
F -1.62796 1.79846 -0.11598  -0.063
C -0.11623 0.02369 -0.28809  -0.410
H 2.32259 0.49480 -0.54663  0.189

Max |F| (eV/A): 5.2
ΔE to the lowest compared entry with this formula, charge and spin (eV): 3.201
Total charge: 0
Highest occupied orbital energy (eV): -8.9
2S+1: 1
M (u): 108.5



[2]
Entry from OMol25: C9H9NO5 in the gas phase in a non-equilibrium geometry (ωB97M-V with the def2-TZVPD basis set).

Last column: Löwdin charge in e.
Positions of all 24 atoms, in Å:
C 2.16794 2.15808 -0.33469  0.044
O 0.47483 0.10015 2.11652  0.076
H -2.46755 -3.26195 -1.89937  0.135
H -3.61377 -1.96737 -1.51945  0.123
H -2.35004 -3.65961 0.50114  0.121
C 0.71985 0.58024 1.03001  -0.403
C -1.50967 -1.73284 0.82343  -0.199
N 0.03410 0.06213 -0.06700  0.156
O -1.21608 -0.80754 -2.53114  0.041
O 3.85418 3.62034 0.64180  0.122
O -1.27711 -1.73275 2.16510  0.073
C -0.92430 -0.96373 -0.16551  -0.106
H 4.47149 4.30339 0.30281  0.147
H 1.75807 1.88331 -1.29802  0.119
C 3.16035 3.23734 -0.42700  -0.524
H -0.57881 -1.02008 2.30625  0.058
H -3.52986 -2.46267 0.67991  0.114
O 3.29253 3.76982 -1.53392  0.081
H 0.27907 0.54587 -0.95810  0.146
C -2.62531 -2.35374 -1.28331  -0.074
C -1.53608 -1.31992 -1.44672  -0.352
C -2.56924 -2.63236 0.23640  -0.104
H 2.23809 2.01854 1.77991  0.130
C 1.74733 1.63537 0.88092  0.076

Max |F| (eV/A): 3.7
ΔE to the lowest compared entry with this formula, charge and spin (eV): 0.042
Total charge: 0
SMILES string: O=C(O)/C=C/C(=O)NC1=C(O)CCC1=O
Highest occupied orbital energy (eV): -8.6
2S+1: 1
M (u): 211.2



[3]
Entry from OMol25: a molecular structure, C4H3N in a non-equilibrium geometry (ωB97M-V with the def2-TZVPD basis set).

Last column: Löwdin charge in e.
Positions of all 8 atoms, in Å:
C -0.93107 -0.25247 -0.08944  0.106
H 1.53470 1.01947 -0.00856  0.087
C -2.85581 0.28236 0.09507  -0.121
H 2.02953 -0.38231 0.93503  0.081
N -3.98687 0.35151 0.13200  0.061
H 2.30897 -0.34500 -0.82495  0.072
C 0.27473 -0.60331 -0.21228  -0.158
C 1.62582 -0.07024 -0.02687  -0.127

Max |F| (eV/A): 8.5
ΔE to the lowest compared entry with this formula, charge and spin (eV): 4.209
Total charge: 0
Highest occupied orbital energy (eV): -10.9
2S+1: 1
M (u): 65.1



[4]
Entry from OMol25: 12 unconnected molecules or ions with the total composition C26H76O22 in a non-equilibrium geometry (ωB97M-V with the def2-TZVPD basis set).

Last column: Löwdin charge in e.
Positions of all 124 atoms, in Å:
O -4.95225 -1.40098 3.77729  -0.091
H 1.22266 -0.02035 -4.00661  0.129
O -0.97946 -2.21295 -2.05236  -0.052
H -3.41565 -3.81063 5.49534  0.103
H 2.39282 -0.53317 5.06630  0.100
H 4.09048 3.78857 -1.18536  0.124
O 1.41116 4.02041 -4.26262  -0.091
O 4.04523 -3.53405 -0.69257  -0.100
C -2.99092 0.34485 -3.93813  -0.241
C -4.85028 -0.24778 2.85615  -0.189
C 1.51190 1.16002 4.85414  -0.211
H -2.78594 -3.58166 3.83034  0.073
C -1.30320 -3.67814 5.20511  -0.466
O 1.78118 -2.41466 0.99258  -0.091
H 1.86939 3.88753 -3.43387  0.021
H -1.61875 0.04228 2.59031  0.073
H 0.62118 -0.42964 1.96022  0.063
H -3.73738 1.05778 -4.27642  0.127
C -4.07505 4.11873 -0.88243  -0.215
C -0.08531 -4.05570 4.35157  -0.028
H 2.80970 -0.54383 -4.69003  0.128
H 3.22859 -3.68320 1.83072  0.128
H -3.82955 4.18070 -2.82548  0.047
H -0.10964 6.23050 -3.53120  0.142
H -3.63992 2.10012 -0.56248  0.113
O -3.54105 -0.83219 -3.43621  -0.064
H 4.06567 6.22072 -1.70206  0.112
H -1.17123 0.79078 -5.11773  0.112
O -4.50710 3.91198 -2.23394  -0.049
O 2.04609 3.65720 -1.52779  -0.103
O -0.73120 0.67197 -1.07795  -0.063
C 2.31257 -1.59521 -2.90049  -0.269
O 3.07071 -2.72274 -3.07941  -0.057
H -3.54641 0.92679 4.12926  0.123
C -0.58761 5.25672 -3.16733  -0.243
O -1.89716 3.15843 -1.10628  -0.089
H -5.81813 0.19237 3.03455  0.116
H 0.19650 -5.08581 4.46375  0.076
H 0.83128 1.21691 3.95695  0.106
O -0.33313 5.11241 -1.80123  -0.110
H -2.98384 3.19144 0.62660  0.107
H -0.30868 0.90652 5.87995  0.112
H 5.02143 -2.31094 0.61693  0.044
H 0.72907 -3.49046 4.76977  0.074
C 2.87843 -4.17149 -0.21877  -0.264
H 3.91188 -3.26282 -1.67323  0.094
H -1.16577 -4.04660 6.27573  0.161
C -3.56427 0.53341 3.10754  -0.244
C 2.40137 -3.68028 1.11842  -0.243
H -0.01411 2.03152 0.95150  0.134
C -1.93198 -2.86223 -1.20639  -0.530
H 0.36946 -1.88216 -4.93464  0.038
C 0.52049 0.59032 -0.49038  -0.232
C 4.97216 -0.45703 0.28632  -0.212
H -2.60176 -5.21129 4.59018  0.098
H -0.39934 -3.82811 3.33098  0.081
O 2.59603 0.30317 4.57055  -0.097
H 5.76459 0.08965 -0.27033  0.126
H -4.13922 -1.95867 3.68894  0.053
C -2.05224 0.16149 -5.10846  -0.144
C 0.69912 0.55681 6.10475  -0.208
C 0.55763 1.10799 0.87913  -0.232
H 3.00885 -5.28712 -0.15420  0.123
H -1.99541 -4.42404 -2.65357  0.093
C 3.19374 4.40141 -1.19940  -0.255
C 1.89660 -0.89898 -4.18520  -0.211
H -0.43414 4.17461 -5.12311  0.136
H 2.46913 6.05714 -2.34222  0.131
H -1.70984 -1.76630 0.53403  0.074
H -2.38803 -1.68754 -4.77261  0.105
H -4.71570 -0.45441 1.80658  0.103
C -2.64107 -4.12933 4.77668  -0.057
C 3.41906 5.48687 -2.18338  -0.245
H -0.92004 4.34791 -1.51523  0.050
H 3.06816 4.95546 -0.21233  0.142
O 0.84597 -0.83597 6.15269  -0.077
H -1.68692 -1.85739 4.48553  0.051
H 1.70623 -4.44607 1.51120  0.113
H -1.40828 2.33621 -0.99004  0.045
H 1.41668 -1.80588 -2.28468  0.100
H 5.12356 0.65821 2.10685  0.113
C -0.02602 4.08659 -4.06389  -0.192
H -1.32577 -2.01060 -2.92480  0.054
H -1.17281 -4.81231 -1.15878  0.073
H -2.08369 -3.31162 0.83501  0.086
O 3.16426 -0.23511 1.83996  -0.113
H 4.01854 1.46225 0.93448  0.106
O 4.06221 5.09857 -3.43808  -0.061
H -3.60087 5.11805 -0.83204  0.134
H -4.92135 4.13437 -0.22147  0.115
H 2.86736 -0.93603 -2.23381  0.113
H 1.51295 1.45498 1.11197  0.095
H 2.34532 -1.71425 1.38218  0.039
H 1.15184 1.12770 -1.13112  0.101
H 3.05669 -0.09721 2.76714  0.032
H -2.46790 0.83188 -3.10156  0.111
H -2.88495 -4.77734 -1.13182  0.078
H 1.75709 2.17027 5.16543  0.106
C -1.52669 -2.74428 0.13779  -0.060
H 0.15486 -1.33719 5.70050  0.040
H 1.07516 1.02520 7.00991  0.112
H 0.90749 -0.45470 -0.52311  0.129
C -3.15120 3.02126 -0.40854  -0.184
O -1.52045 -1.24273 -5.06298  -0.133
H 4.13380 -0.73872 -0.30037  0.077
H -2.96057 -2.43757 -1.53323  0.158
H -3.52153 1.30329 2.38559  0.089
H -2.45810 0.21889 -6.10273  0.110
O -0.00128 0.26188 1.83058  -0.044
H -1.64303 5.30111 -3.36906  0.092
O -1.33627 -2.21707 5.29275  -0.074
H 2.86062 -3.18934 -3.89700  0.118
H -0.35192 3.15559 -3.57251  0.103
H 2.12156 -4.11953 -1.04640  0.124
C -2.02587 -4.31354 -1.55805  -0.048
H 1.22787 4.22537 -1.50978  0.068
O 5.58974 -1.58499 0.93326  -0.070
H -0.48412 -3.00750 0.11322  0.088
O 1.30474 -1.79551 -5.11583  -0.064
H -1.09958 -0.18850 -1.33563  0.079
H 3.37323 5.19259 -4.10752  0.062
H -4.50211 -0.89263 -3.59171  0.127
O -2.48321 -0.34481 2.90346  -0.098
C 4.35415 0.51313 1.37137  -0.126

Max |F| (eV/A): 5.6
ΔE to the lowest compared entry with this formula, charge and spin (eV): 1.285
Total charge: 0
SMILES string: CC(C)O.CC(C)O.OCCO.OCCO.OCCO.OCCO.OCCO.OCCO.OCCO.OCCO.OCCO.OCCO
Highest occupied orbital energy (eV): -9.7
2S+1: 1
M (u): 740.9



Which orbital gap belongs to each record? In order, 0.357 0.273 0.351 0.352 hartree.